Record 1
Density functional theory data (wB97M-V/def2-TZVPD) for a gas-phase ion, C15H24NO3 (charge +1).

Computed properties:
DFT total energy (Ha): -866.2106
Net charge: +1
Spin multiplicity: 1
Relative energy (zero: lowest compared OMol25 entry of this formula, charge and spin) (kcal/mol): 10.2
Lowest unoccupied orbital energy (eV): -2.242
HOMO energy (Ha): -0.4192
SMILES string: COc1cccc(OC[C@@H](O)C[NH2+]C2CCCC2)c1

CARTESIAN COORDINATES (ANGSTROEM)
C1 -5.22727 -0.71442 0.74002
O1 -3.92783 -0.37647 1.17943
C2 -3.05724 0.15551 0.30119
C3 -3.30481 0.37350 -1.05350
C4 -2.31929 0.92088 -1.85286
C5 -1.07838 1.25944 -1.34197
C6 -0.84011 1.05675 0.01070
O2 0.39846 1.29306 0.61322
C7 1.10442 2.47820 0.27833
C8 2.60267 2.18009 0.05254
O3 3.28860 1.92206 1.25854
C9 2.80099 0.91349 -0.79554
N1 2.49533 -0.24014 0.07532
C10 2.55793 -1.59090 -0.54587
C11 1.26301 -1.86530 -1.31138
C12 0.31907 -2.41786 -0.24595
C13 1.22298 -3.33706 0.57403
C14 2.60888 -2.66797 0.55103
C15 -1.81066 0.50579 0.82506
H1 -5.74220 -1.09563 1.61948
H2 -5.19917 -1.49174 -0.02879
H3 -5.75992 0.16127 0.35968
H4 -4.25707 0.12353 -1.49023
H5 -2.51836 1.08255 -2.90073
H6 -0.32914 1.67935 -1.99654
H7 1.00125 3.18750 1.10980
H8 0.68670 2.94409 -0.61629
H9 3.04339 3.04080 -0.46820
H10 3.30519 2.70882 1.81322
H11 2.14004 0.91860 -1.66195
H12 3.83732 0.84648 -1.13218
H13 3.13670 -0.16213 0.87622
H14 1.53690 -0.04324 0.45166
H15 3.44187 -1.61220 -1.18719
H16 0.86411 -0.98532 -1.81266
H17 1.45160 -2.62754 -2.06637
H18 -0.52194 -2.95046 -0.68169
H19 -0.08543 -1.61365 0.37103
H20 1.27520 -4.31601 0.10054
H21 0.85513 -3.47668 1.58730
H22 3.38615 -3.39748 0.33360
H23 2.84563 -2.22439 1.51827
H24 -1.61814 0.34969 1.87381

natural (NBO) population analysis, charges in e, atoms 1 to 8: -0.26 -0.48 0.35 -0.32 -0.15 -0.36 0.37 -0.58



Record 2
Density functional theory data (wB97M-V/def2-TZVPD) for a gas-phase ion, C15H25F3N3O2 (charge +1) at a distorted geometry.

Computed properties:
DFT total energy (Ha): -1200.7166
Net charge: +1
Spin multiplicity: 1
Lowest unoccupied orbital energy (eV): -3.176
HOMO energy (Ha): -0.4513
SMILES string: CC(=O)OCCCCCCCCn1c[nH+]nc1CCC(F)(F)F

CARTESIAN COORDINATES (ANGSTROEM)
C1 5.71256 -1.79391 0.93985
C2 4.65320 -1.23802 0.04583
O1 3.58163 -1.78257 -0.13204
O2 5.01699 -0.08441 -0.53790
C3 3.94865 0.62921 -1.14803
C4 3.12849 1.41424 -0.14073
C5 2.03392 2.16602 -0.90603
C6 0.61048 1.91252 -0.38249
C7 0.47140 2.17118 1.10873
C8 -0.94884 2.04702 1.67822
C9 -1.75436 0.84434 1.12787
C10 -2.59685 1.29523 -0.03090
N1 -3.45365 0.25127 -0.65075
C11 -4.75059 0.44794 -0.92940
N2 -5.19503 -0.64921 -1.50430
N3 -4.22051 -1.57694 -1.63117
C12 -3.15788 -1.01794 -1.10015
C13 -1.84822 -1.73528 -1.07596
C14 -1.96280 -3.04543 -0.28066
C15 -2.20718 -2.87659 1.18358
F1 -2.19214 -4.07962 1.78120
F2 -1.27129 -2.12194 1.76774
F3 -3.40432 -2.31203 1.44158
H1 5.86634 -1.14898 1.79295
H2 6.63817 -1.86630 0.37917
H3 5.43418 -2.78867 1.24244
H4 4.40394 1.34484 -1.82081
H5 3.31234 -0.00866 -1.75026
H6 3.80422 2.14396 0.28388
H7 2.72845 0.76181 0.62235
H8 2.05167 1.91248 -1.96065
H9 2.18244 3.23980 -0.87048
H10 0.35720 0.89284 -0.66289
H11 -0.02462 2.61916 -0.90821
H12 1.14673 1.54768 1.67830
H13 0.78733 3.19954 1.26275
H14 -1.51050 2.97017 1.58467
H15 -0.83711 1.83937 2.73439
H16 -2.36286 0.43821 1.92573
H17 -1.02568 0.09402 0.86336
H18 -2.03254 1.76990 -0.82171
H19 -3.28524 2.03881 0.35054
H20 -5.27675 1.35145 -0.70432
H21 -6.12035 -0.84068 -1.85759
H22 -1.65654 -2.02464 -2.10145
H23 -1.02226 -1.11084 -0.77466
H24 -2.72506 -3.65753 -0.73876
H25 -1.02720 -3.58287 -0.37284

natural (NBO) population analysis, charges in e, atoms 1 to 8: -0.72 0.80 -0.62 -0.50 -0.07 -0.44 -0.39 -0.39